Here is 3 unconnected molecules or ions with the total composition C47H80FN5O6P at a distorted geometry from OMol25. Energies are from wB97M-V/def2-TZVPD.

Geometry as XYZ:
```
140
C47H80FN5O6P (wB97M-V/def2-TZVPD)
C -3.4145 -1.4239 0.8203
C -1.9116 -1.1102 0.8713
P -1.6169 0.6296 0.4236
C -2.7320 0.8727 -1.0202
C -2.3801 0.0398 -2.2718
N -0.0001 0.5658 -0.4495
N 0.4583 -0.6531 -0.6645
C 1.5867 -0.7867 -1.3262
C 2.0702 -2.1901 -1.4934
C 2.8116 -2.6027 -0.1953
C 1.8362 -2.9808 0.9265
O 3.7417 -3.6234 -0.4674
C 5.0894 -3.2061 -0.4427
C 5.7121 -3.1238 0.9271
C 6.9187 -2.4193 1.0541
C 7.5691 -2.3345 2.2844
C 7.0373 -2.9562 3.4173
C 5.8308 -3.6504 3.2896
C 5.1770 -3.7375 2.0571
C 2.2720 0.3328 -1.8324
C 3.5314 0.0907 -2.6220
C 3.2773 -0.4130 -4.0736
C 1.8283 -0.3554 -4.5418
C 1.6505 -1.0051 -5.9244
N 0.7583 -2.1759 -5.8744
C -0.1801 -2.2603 -6.9005
C -1.5758 -2.6207 -6.4732
O 0.1073 -2.0738 -8.0458
C 1.7862 1.6077 -1.5849
C 2.4858 2.8144 -2.1453
C 3.6342 3.3726 -1.2859
F 3.3915 4.7038 -1.0499
C 0.5977 1.6987 -0.8200
C 0.0153 3.0371 -0.4273
O -0.0299 3.2388 0.9786
C 1.1734 2.9904 1.6107
C 1.2777 1.7463 2.4233
O 2.0663 3.7536 1.5136
H -4.0387 -0.6221 1.2010
H -3.6145 -2.3605 1.3241
H -3.6610 -1.5960 -0.2234
H -1.4963 -1.3295 1.8503
H -1.4265 -1.7871 0.1729
H -2.7742 1.9263 -1.2770
H -3.7391 0.6060 -0.7195
H -2.9280 0.4336 -3.1214
H -2.6324 -1.0013 -2.0915
H -1.3196 0.0827 -2.5132
H 1.1855 -2.8137 -1.5850
H 2.7200 -2.2837 -2.3506
H 3.3533 -1.7170 0.1560
H 2.2854 -3.7531 1.5328
H 0.8775 -3.2940 0.5260
H 1.6429 -2.1072 1.5413
H 5.6665 -3.8917 -1.0576
H 5.1935 -2.2265 -0.9200
H 7.3626 -1.9305 0.1982
H 8.4995 -1.7929 2.3612
H 7.5528 -2.9055 4.3606
H 5.4252 -4.1419 4.1607
H 4.2622 -4.3021 1.9829
H 4.1111 0.9997 -2.6451
H 4.1255 -0.6347 -2.0739
H 3.6503 -1.4251 -4.1889
H 3.8468 0.2288 -4.7379
H 1.5068 0.6800 -4.6404
H 1.1393 -0.8344 -3.8487
H 1.2474 -0.2906 -6.6359
H 2.6251 -1.2913 -6.3131
H 0.2465 -2.2305 -5.0041
H -1.9287 -1.9542 -5.6876
H -2.2485 -2.5726 -7.3177
H -1.5919 -3.6335 -6.0749
H 1.8159 3.6316 -2.3687
H 2.9030 2.5162 -3.0995
H 3.7553 2.8506 -0.3393
H 4.5790 3.3119 -1.8206
H 0.6518 3.8080 -0.8417
H -0.9773 3.1876 -0.8342
H 0.3130 1.3048 2.6441
H 1.8319 1.0245 1.8178
H 1.8638 1.9548 3.3096
C -6.5477 -2.7557 -5.1587
C -5.6499 -3.4720 -4.1329
C -5.9484 -4.9718 -4.1270
C -7.2748 -5.3214 -3.4549
C -7.3392 -4.7297 -2.0479
C -7.0715 -3.2245 -2.0138
N -5.8240 -2.8854 -2.7680
O -4.7827 -3.1334 -2.0404
C -8.2870 -2.4626 -2.5803
C -6.9352 -2.7621 -0.5665
C -4.2215 -3.2400 -4.6158
H -6.4021 -1.6754 -5.1131
H -6.2861 -3.0835 -6.1645
H -7.6073 -2.9621 -5.0428
H -5.1422 -5.4979 -3.6055
H -5.9432 -5.3386 -5.1551
H -8.1145 -4.9704 -4.0600
H -7.3767 -6.4060 -3.3965
H -8.3176 -4.9248 -1.6052
H -6.6048 -5.2420 -1.4179
H -8.0332 -1.4237 -2.7951
H -9.0941 -2.4601 -1.8490
H -8.7045 -2.9095 -3.4788
H -6.1607 -3.3066 -0.0287
H -7.8756 -2.9297 -0.0445
H -6.7053 -1.6956 -0.5161
H -3.9643 -2.1789 -4.5833
H -4.1315 -3.5792 -5.6471
H -3.4908 -3.7901 -4.0246
C 3.2658 6.8264 5.8978
C 2.2665 5.8174 5.3011
C 0.8360 6.3183 5.5019
C 0.3505 6.1966 6.9458
C 0.5236 4.7653 7.4545
C 1.9492 4.2349 7.2937
N 2.4474 4.4598 5.9021
O 1.9797 3.5511 5.1058
C 2.8763 4.9036 8.3290
C 1.9809 2.7446 7.6166
C 2.5833 5.7569 3.8137
H 4.2849 6.4425 5.8366
H 3.2268 7.7556 5.3300
H 3.0649 7.0972 6.9304
H 0.1598 5.7470 4.8566
H 0.7743 7.3569 5.1722
H 0.8832 6.9016 7.5888
H -0.7034 6.4750 6.9996
H 0.2413 4.7068 8.5075
H -0.1678 4.1136 6.9101
H 3.9249 4.7355 8.0813
H 2.6975 4.4754 9.3146
H 2.7132 5.9728 8.4372
H 1.2840 2.1733 7.0061
H 1.7018 2.5961 8.6586
H 2.9814 2.3338 7.4715
H 3.5802 5.3503 3.6381
H 2.5470 6.7570 3.3825
H 1.8687 5.1513 3.2768
```

E_tot	-3004.9483	Ha
<S²>	2.01
Kohn-Sham gap (alpha / beta)	6.060 / 7.046	eV
relative energy (zero: lowest compared OMol25 entry of this formula, charge and spin)	0.0	kcal per mole
multiplicity	3
total charge	+1

Results of the Löwdin charge analysis, in e, for atoms 1 through 6: number 1, C, carries -0.146; number 2, C, carries -0.406; number 3, P, carries 1.108; number 4, C, carries -0.372; number 5, C, carries -0.118; number 6, N, carries -0.148